Record 1
C14H42AlO26S3Y | ωB97M-V/def2-TZVPD

Each line ends with the Mulliken charge.
Positions of all 87 atoms, in Å:
Y (-0.28, 1.57, 3.34)  1.4522
S (-0.20, 0.96, -0.32)  -0.2406
S (3.17, 2.27, 2.30)  0.9152
S (-0.30, -1.34, 3.91)  1.4167
Al (1.85, 3.86, -1.20)  0.6303
O (-3.78, 1.10, 0.23)  -0.6046
O (-2.87, 3.19, -1.76)  -0.5907
O (-1.27, -1.96, 4.78)  -0.6394
O (1.95, 1.70, 2.92)  -0.6273
O (-1.44, 0.39, -0.80)  0.6031
O (0.95, 0.04, -0.48)  0.6933
O (3.61, 3.48, 2.99)  -0.5339
O (5.40, -1.52, 2.13)  -0.5048
O (0.04, 2.21, -1.08)  -0.8294
O (-2.25, 1.22, -5.55)  -0.5961
O (-0.92, -0.52, 2.86)  -0.4550
O (2.72, -1.07, 1.57)  -0.1068
O (0.75, -2.26, 3.49)  -0.5308
O (-0.06, 0.82, -3.76)  -0.6072
O (-0.29, 1.44, 1.07)  0.0968
O (0.30, -3.78, -4.47)  -0.6206
O (-2.48, -2.02, -0.74)  -0.6139
O (-2.62, 1.57, 2.84)  -0.2200
O (1.22, -1.93, -2.40)  -0.4199
O (-4.68, -2.76, 0.94)  -0.6358
O (2.97, 1.07, -2.10)  -0.3181
O (4.24, 1.27, 2.37)  -0.3723
O (2.80, 2.62, 0.93)  -0.4152
O (0.49, -0.23, 4.50)  -0.7010
O (-1.60, 1.25, 5.37)  -0.3623
O (4.92, 3.14, -2.03)  -0.4534
C (-3.40, -2.39, 1.46)  0.1302
C (-2.25, -2.65, 0.48)  0.0025
C (-3.01, 1.52, 5.29)  -0.6493
C (0.67, -3.21, -2.10)  -0.1949
C (-2.38, 0.39, -4.38)  -0.4003
C (-4.39, 2.34, -0.08)  -0.4555
C (4.34, 0.78, -2.34)  -0.5875
C (-3.36, 3.40, -0.44)  -0.1215
C (4.95, -1.65, 0.80)  -0.4567
C (-3.51, 1.14, 3.92)  -0.2214
C (-1.02, -0.18, -4.03)  0.8130
C (5.15, 1.82, -1.55)  0.0469
C (1.10, -4.07, -3.30)  -0.6828
C (3.46, -2.04, 0.88)  0.1190
H (1.18, -5.11, -2.98)  0.3698
H (-3.21, 0.83, -0.52)  0.1130
H (5.17, -0.76, 0.20)  0.0264
H (-3.47, 0.09, 3.63)  0.2025
H (6.17, 1.41, -1.60)  0.4224
H (-3.31, -3.03, 2.34)  0.4241
H (2.09, -3.78, -3.65)  0.2504
H (2.65, 0.41, -1.47)  -0.1864
H (-0.42, -3.34, -2.04)  0.2799
H (4.69, 1.60, -0.59)  -0.2174
H (1.06, -3.54, -1.13)  0.4427
H (2.03, -0.79, 0.92)  -0.0108
H (-5.06, -2.00, 0.49)  0.3358
H (-3.10, 1.42, 2.00)  0.1872
H (-1.31, -2.36, 0.94)  -0.1143
H (-2.16, 2.55, -1.70)  0.1647
H (1.09, -1.31, -1.65)  -0.0745
H (-5.00, 2.60, 0.79)  0.3925
H (5.56, -2.40, 0.29)  0.4894
H (-3.11, 2.59, 5.52)  0.3057
H (-3.54, 0.97, 6.07)  0.4287
H (-2.24, -3.73, 0.37)  0.4455
H (-3.83, 4.38, -0.32)  0.4467
H (-1.62, 1.89, -5.24)  0.3603
H (-0.03, -2.91, -4.21)  0.3831
H (-2.43, 3.35, 0.14)  -0.0538
H (3.12, -2.19, -0.15)  -0.1227
H (-1.42, 0.75, 6.17)  0.2969
H (-2.20, -1.07, -0.76)  0.2551
H (-5.13, 2.40, -0.88)  0.3868
H (-4.51, 1.55, 3.80)  0.4095
H (6.31, -1.21, 2.00)  0.3418
H (-3.45, -1.34, 1.77)  -0.4063
H (4.57, 0.93, -3.40)  0.3643
H (3.31, -3.03, 1.31)  0.3524
H (-3.14, -0.32, -4.71)  0.3716
H (-2.80, 0.92, -3.51)  0.0075
H (-1.10, -0.88, -3.18)  -0.4416
H (0.18, 0.89, -2.82)  0.3121
H (4.57, -0.22, -1.97)  0.3123
H (-0.59, -0.82, -4.81)  0.3177
H (5.74, 3.64, -1.96)  0.2782

Values from the calculation:
* energy: -3990.0471 Eh
* molecular weight: 838.55 g/mol
* energy above the lowest of the compared OMol25 structures with the same formula, charge and spin: 0.0 kcal per mole
* LUMO energy: -6.81 eV

Record 2
C14H42BBeF4O7S7 | ωB97M-V/def2-TZVPD

Each line ends with the Mulliken charge.
Positions of all 76 atoms, in Å:
S (-28.74, -28.63, 11.40)  0.2679
S (-30.07, -30.36, 4.55)  0.5525
S (-32.63, -28.77, 8.84)  0.7817
S (-32.23, -27.09, 4.86)  0.3132
S (-28.06, -26.62, 3.86)  0.3467
S (-26.05, -29.44, 7.21)  0.4300
S (-30.15, -31.67, 8.72)  0.4555
F (-29.34, -25.44, 7.15)  -0.1209
F (-27.61, -26.61, 7.97)  -0.1756
F (-28.66, -25.08, 9.29)  -0.3955
F (-27.42, -24.29, 7.49)  -0.3459
O (-31.40, -27.93, 8.58)  -0.6078
O (-31.32, -27.66, 5.94)  -0.2263
O (-29.30, -29.69, 5.61)  -0.3515
O (-27.44, -29.21, 7.77)  -0.2494
O (-28.92, -26.98, 5.08)  -0.5647
O (-30.35, -30.30, 7.99)  -0.2131
O (-29.34, -28.68, 9.99)  -0.3498
C (-27.14, -28.05, 3.15)  -0.3419
C (-33.09, -28.65, 10.69)  -1.1449
C (-28.45, -31.90, 9.25)  -0.3906
C (-26.70, -25.52, 4.48)  -0.9188
C (-25.14, -30.36, 8.52)  -0.8251
C (-29.47, -32.06, 4.40)  -1.0452
C (-31.59, -27.44, 3.18)  -0.7651
C (-34.08, -27.96, 8.05)  -1.2306
C (-26.87, -28.35, 11.20)  -0.6289
C (-31.01, -31.79, 10.31)  -0.9395
C (-29.09, -26.94, 12.05)  -0.7276
C (-26.36, -30.76, 5.88)  -0.3413
C (-31.74, -30.89, 5.17)  -0.7423
C (-31.92, -25.32, 4.66)  -0.9366
B (-28.23, -25.29, 7.98)  0.1453
Be (-29.36, -28.03, 7.25)  1.0338
H (-24.15, -30.65, 8.16)  0.4599
H (-28.44, -31.92, 4.08)  0.2956
H (-25.73, -31.26, 8.72)  0.2199
H (-28.44, -32.85, 9.79)  0.6014
H (-27.88, -28.85, 3.24)  -0.2955
H (-32.02, -31.95, 5.19)  0.4126
H (-32.88, -27.63, 11.00)  0.3617
H (-26.22, -25.95, 5.35)  0.2368
H (-32.54, -24.99, 3.82)  0.5048
H (-31.93, -30.52, 6.18)  -0.1164
H (-27.06, -28.14, 2.06)  0.4726
H (-34.98, -28.29, 8.57)  0.4436
H (-32.33, -29.23, 11.22)  0.2260
H (-25.25, -29.59, 9.28)  0.1813
H (-34.14, -28.84, 10.89)  0.4291
H (-26.84, -30.34, 5.00)  -0.1719
H (-26.69, -27.49, 10.55)  0.2139
H (-32.46, -30.56, 4.42)  0.4376
H (-27.15, -31.43, 6.24)  0.0098
H (-32.00, -26.87, 2.34)  0.4722
H (-32.04, -28.35, 2.79)  0.3210
H (-30.50, -27.49, 3.15)  0.0480
H (-28.84, -26.23, 11.26)  0.0574
H (-30.88, -25.15, 4.38)  0.1344
H (-25.52, -31.43, 5.68)  0.5742
H (-32.01, -31.52, 10.00)  0.3415
H (-27.73, -32.04, 8.45)  -0.0222
H (-32.21, -24.85, 5.59)  0.3242
H (-30.80, -32.80, 10.68)  0.5418
H (-34.00, -26.93, 8.40)  0.3666
H (-26.32, -28.24, 12.14)  0.5482
H (-30.10, -26.81, 12.43)  0.3208
H (-27.36, -24.67, 4.69)  0.3417
H (-26.06, -25.17, 3.67)  0.4668
H (-28.07, -31.05, 9.81)  -0.1782
H (-30.77, -30.95, 10.96)  0.0272
H (-30.07, -32.78, 3.83)  0.4330
H (-26.56, -29.29, 10.74)  -0.0815
H (-34.10, -27.87, 6.97)  0.2594
H (-26.19, -28.37, 3.59)  0.3377
H (-29.46, -32.47, 5.41)  0.2580
H (-28.32, -26.75, 12.80)  0.4372

Values from the calculation:
* energy: -4311.3855 Eh
* molecular weight: 642.77 g/mol
* energy above the lowest of the compared OMol25 structures with the same formula, charge and spin: 86.9 kcal per mole
* LUMO energy: -2.05 eV
* net charge: +1

Record 3
C14H42F5InNO16S2 | ωB97M-V/def2-TZVPD

Each line ends with the Mulliken charge.
Positions of all 81 atoms, in Å:
In (-0.96, 2.81, -0.22)  0.9893
S (0.02, -0.98, 0.35)  0.8256
S (2.22, -0.05, -0.02)  0.7170
F (-1.48, -0.45, 0.09)  -0.3324
F (-6.87, 0.31, -5.00)  -0.2895
F (-4.73, 0.25, -5.35)  -0.2752
F (-5.79, -1.53, -4.80)  -0.3036
F (2.78, 1.44, 0.22)  -0.2778
O (0.15, -1.98, -0.65)  -0.5804
O (0.31, -5.21, -1.05)  -0.5045
O (0.00, -1.38, 1.72)  -0.4609
O (3.19, 4.82, -4.27)  -0.3607
O (1.04, 3.96, -2.46)  -0.3998
O (-0.75, 1.56, 2.56)  -0.1583
O (-2.13, 1.37, -2.50)  -0.3889
O (1.58, 1.92, -5.13)  -0.4816
O (-5.34, 1.28, -2.63)  -0.9002
O (2.75, -0.39, -1.28)  -0.5788
O (4.76, -3.92, 3.39)  -0.5612
O (2.70, -0.71, 1.15)  -0.5059
O (1.23, -0.15, 3.82)  0.1166
O (-2.72, -2.19, 5.35)  -0.5346
O (1.04, 4.19, 1.89)  -0.4267
O (-4.22, -0.68, -2.75)  -0.2811
N (0.62, 0.44, -0.06)  0.0418
C (-1.21, 0.65, -3.30)  -0.3402
C (2.14, 4.38, -2.04)  0.1840
C (-5.42, 0.04, -3.05)  0.0030
C (2.28, 3.53, 2.20)  -0.3214
C (1.97, 0.03, 5.00)  -0.8731
C (-5.72, -0.19, -4.54)  0.7638
C (-4.10, -1.26, -1.45)  -0.2706
C (-1.79, -2.56, 4.33)  -0.0681
C (1.66, -4.78, -0.84)  -0.2975
C (3.76, -3.01, 3.86)  -0.3757
C (2.43, 1.34, -4.17)  -0.3402
C (-1.81, 0.95, 3.29)  -0.4797
C (-3.10, -2.37, -1.64)  -0.8636
C (3.14, 5.20, -3.11)  -0.3644
H (-2.64, 1.65, 3.44)  0.3532
H (1.33, 1.27, -5.78)  0.2935
H (3.04, 3.80, 1.46)  0.2378
H (4.09, -2.64, 4.83)  0.2623
H (-1.39, -3.55, 4.51)  0.3549
H (-0.71, -0.21, -2.83)  0.0849
H (2.68, 6.21, -3.10)  0.2971
H (0.07, 1.09, 2.79)  0.0492
H (2.90, 0.43, -4.57)  0.3692
H (-1.67, 0.32, -4.24)  0.2921
H (2.64, 3.88, 3.18)  0.3503
H (-6.26, -0.46, -2.51)  0.1738
H (2.72, 3.53, -1.63)  0.0260
H (-2.18, -1.96, 6.10)  0.3020
H (2.01, 1.08, -3.20)  -0.0292
H (4.50, -4.28, 2.54)  0.3063
H (2.17, -4.68, -1.79)  0.2267
H (-3.41, -3.08, -2.41)  0.4320
H (2.13, -5.62, -0.30)  0.2899
H (-2.16, -2.00, -2.05)  -0.0284
H (1.70, -3.92, -0.18)  -0.0094
H (-2.90, -2.89, -0.69)  0.2875
H (-0.99, -1.82, 4.18)  -0.1024
H (-1.45, 0.62, 4.26)  0.1508
H (4.08, 5.33, -2.55)  0.2742
H (1.60, -0.83, 3.25)  -0.0708
H (2.76, -3.43, 4.02)  0.2519
H (-2.29, -2.52, 3.36)  0.1283
H (-2.97, 0.87, -2.59)  0.1476
H (-0.17, -5.06, -0.23)  0.2776
H (3.28, 2.00, -3.96)  0.1566
H (1.12, 5.09, 2.21)  0.2263
H (1.55, 0.88, 5.54)  0.3354
H (2.08, 2.48, 2.35)  -0.0788
H (-0.39, 1.32, -3.58)  0.1729
H (-2.25, 0.22, 2.61)  0.1347
H (3.76, -2.18, 3.15)  0.1413
H (1.93, 5.04, -1.18)  0.3578
H (-5.04, -1.65, -1.05)  0.4334
H (3.04, 0.19, 4.85)  0.2556
H (1.82, -0.82, 5.68)  0.2673
H (-3.80, -0.41, -0.83)  0.1739

Values from the calculation:
* energy: -3302.7466 Eh
* molecular weight: 754.42 g/mol
* LUMO energy: -1.62 eV
* net charge: -1